No. 1
{
  "formula": "C26H57N10",
  "method": "wB97M-V/def2-TZVPD",
  "symbols": ["C", "C", "C", "H", "C", "H", "H", "C", "C", "C", "H", "H", "H", "H", "H", "H", "C", "N", "C", "N", "H", "N", "C", "N", "H", "N", "C", "H", "C", "C", "H", "C", "C", "H", "C", "N", "C", "N", "H", "N", "H", "H", "C", "N", "H", "N", "H", "C", "H", "H", "C", "C", "H", "H", "C", "C", "C", "H", "H", "H", "H", "H", "H", "H", "H", "C", "C", "H", "H", "H", "H", "H", "H", "H", "H", "H", "H", "H", "H", "H", "H", "H", "H", "H", "H", "H", "H", "H", "H", "H", "H", "H", "H"],
  "xyz": [[0.170, -1.530, 4.639], [0.489, -0.244, 3.884], [0.115, -0.304, 2.395], [0.923, 0.134, 1.802], [-1.168, 0.453, 2.041], [-1.052, 1.484, 2.380], [-1.275, 0.480, 0.952], [-2.461, -0.113, 2.641], [-3.607, 0.904, 2.518], [-3.528, 2.012, 3.561], [-3.564, 1.594, 4.564], [-2.610, 2.587, 3.464], [-4.366, 2.695, 3.447], [-4.559, 0.383, 2.646], [-3.600, 1.347, 1.519], [-2.305, -0.315, 3.703], [-2.858, -1.451, 1.985], [-3.126, -1.332, 0.571], [-2.247, -1.552, -0.430], [-1.142, -2.221, -0.371], [-0.959, -2.624, 0.542], [-2.580, -0.902, -1.603], [-2.612, -1.476, -2.769], [-2.718, -0.663, -3.856], [-2.960, 0.293, -3.649], [-2.596, -2.813, -2.947], [-2.224, -3.519, -4.156], [-2.912, -4.360, -4.286], [-0.785, -4.035, -4.066], [0.214, -2.889, -3.907], [-0.077, -2.277, -3.053], [1.662, -3.351, -3.731], [1.898, -4.316, -2.568], [2.959, -4.577, -2.548], [1.500, -3.759, -1.195], [2.400, -2.717, -0.745], [2.314, -1.371, -0.865], [3.317, -0.583, -0.728], [4.208, -1.032, -0.572], [1.052, -0.831, -1.102], [-3.140, -1.037, -4.689], [0.207, -1.440, -0.907], [0.815, 0.491, -1.287], [-0.439, 0.878, -1.524], [-0.627, 1.860, -1.626], [1.810, 1.351, -1.258], [2.714, 0.879, -1.015], [1.693, 2.780, -1.438], [2.697, 3.163, -1.623], [1.095, 2.983, -2.332], [1.088, 3.502, -0.214], [2.169, 3.874, 0.808], [2.877, 4.566, 0.348], [1.684, 4.402, 1.630], [2.925, 2.674, 1.373], [3.836, 3.049, 2.544], [3.072, 3.377, 3.821], [2.457, 4.265, 3.700], [2.427, 2.547, 4.104], [3.767, 3.562, 4.636], [4.504, 2.208, 2.744], [4.457, 3.901, 2.261], [3.538, 2.223, 0.591], [2.210, 1.921, 1.712], [0.382, 2.822, 0.277], [0.328, 4.762, -0.652], [-0.996, 4.476, -1.354], [-0.851, 3.988, -2.317], [-1.520, 5.410, -1.543], [-1.637, 3.856, -0.729], [0.968, 5.359, -1.304], [0.118, 5.362, 0.235], [3.345, -3.045, -0.600], [0.479, -3.386, -1.212], [1.555, -4.568, -0.460], [1.347, -5.240, -2.736], [2.287, -2.465, -3.595], [1.991, -3.844, -4.648], [0.166, -2.252, -4.792], [-0.719, -4.710, -3.212], [-0.558, -4.606, -4.966], [-2.324, -2.856, -5.016], [-2.414, -3.333, -2.098], [-1.230, 0.226, -1.591], [-3.912, -0.749, 0.324], [-3.761, -1.834, 2.470], [-2.067, -2.188, 2.136], [0.039, -1.347, 2.087], [1.560, -0.056, 3.976], [-0.028, 0.593, 4.357], [0.724, -2.366, 4.217], [-0.891, -1.767, 4.596], [0.452, -1.431, 5.684]],
  "lowdin_charge": [-0.102, -0.248, -0.201, 0.083, -0.168, 0.108, 0.088, -0.310, -0.231, -0.091, 0.079, 0.066, 0.075, 0.112, 0.110, 0.130, -0.141, 0.085, -0.502, 0.107, 0.066, 0.087, -0.459, 0.179, 0.111, 0.080, -0.173, 0.125, -0.172, -0.206, 0.075, -0.193, -0.180, 0.113, -0.188, 0.074, -0.438, 0.119, 0.079, 0.175, 0.102, 0.071, -0.362, 0.240, 0.081, 0.095, 0.073, -0.121, 0.139, 0.118, -0.325, -0.171, 0.129, 0.109, -0.213, -0.253, -0.101, 0.064, 0.061, 0.074, 0.106, 0.110, 0.100, 0.094, 0.128, -0.218, -0.102, 0.061, 0.078, 0.073, 0.122, 0.114, 0.146, 0.067, 0.126, 0.105, 0.108, 0.115, 0.121, 0.108, 0.125, 0.111, 0.135, 0.052, 0.140, 0.130, 0.108, 0.086, 0.100, 0.108, 0.075, 0.060, 0.075],
  "homo_lumo_gap_ev": 10.0,
  "e_above_lowest_kcal_mol": 9.01,
  "charge": 1,
  "total_energy_ev": -42786.62091,
  "largest_force_ev_per_a": 0.7,
  "e_lumo_ev": -1.676
}

No. 2
{
  "formula": "C26H58O34S7",
  "method": "wB97M-V/def2-TZVPD",
  "symbols": ["C", "O", "C", "C", "O", "C", "H", "H", "H", "H", "H", "H", "H", "H", "H", "H", "C", "O", "C", "C", "O", "C", "H", "H", "H", "H", "H", "H", "H", "H", "H", "H", "C", "O", "C", "C", "O", "C", "H", "H", "H", "H", "H", "H", "H", "H", "H", "H", "C", "C", "O", "S", "O", "O", "O", "H", "H", "H", "H", "C", "C", "O", "S", "O", "O", "O", "H", "H", "H", "H", "C", "C", "O", "S", "O", "O", "O", "H", "H", "H", "H", "C", "C", "O", "S", "O", "O", "O", "H", "H", "H", "H", "C", "C", "O", "S", "O", "O", "O", "H", "H", "H", "H", "C", "C", "O", "S", "O", "O", "O", "H", "H", "H", "H", "C", "C", "O", "S", "O", "O", "O", "H", "H", "H", "H"],
  "xyz": [[2.778, -3.629, 1.620], [1.613, -4.248, 1.118], [1.786, -4.842, -0.167], [0.513, -4.885, -0.911], [-0.149, -3.643, -1.090], [-1.417, -3.694, -1.705], [3.248, -2.990, 0.846], [3.500, -4.330, 1.955], [2.501, -3.003, 2.481], [2.099, -5.853, 0.059], [2.607, -4.410, -0.762], [-0.222, -5.539, -0.438], [0.766, -5.276, -1.926], [-1.780, -2.653, -1.921], [-2.179, -4.047, -1.041], [-1.429, -4.211, -2.647], [-2.117, -0.938, 0.441], [-0.909, -0.467, 0.949], [0.391, -0.652, 0.313], [0.394, -0.041, -1.051], [0.554, 1.340, -1.009], [0.945, 1.729, -2.346], [-2.385, -0.373, -0.394], [-2.760, -0.875, 1.354], [-2.059, -2.017, 0.209], [0.692, -1.685, 0.258], [1.064, -0.123, 1.063], [-0.548, -0.227, -1.609], [1.262, -0.508, -1.620], [1.422, 2.709, -2.331], [0.076, 1.751, -3.025], [1.766, 1.141, -2.755], [3.929, 2.306, 1.126], [5.018, 2.947, 0.367], [6.054, 3.440, 1.190], [6.704, 2.340, 2.082], [7.612, 1.525, 1.414], [8.650, 2.054, 0.599], [4.123, 2.412, 2.168], [3.909, 1.233, 0.947], [2.944, 2.722, 0.755], [5.649, 4.236, 1.936], [6.694, 3.925, 0.480], [5.915, 1.694, 2.521], [7.285, 2.911, 2.861], [9.428, 2.585, 1.210], [8.270, 2.663, -0.242], [9.085, 1.143, 0.224], [-0.236, 3.085, 5.670], [-1.368, 2.116, 5.028], [-0.738, 1.296, 4.085], [0.690, 1.826, 3.693], [0.510, 2.798, 2.690], [1.482, 0.650, 3.618], [0.954, 2.579, 5.007], [-0.104, 3.067, 6.767], [-0.338, 4.079, 5.288], [-2.132, 2.706, 4.598], [-1.806, 1.434, 5.738], [-6.841, -1.331, -2.641], [-6.105, -2.066, -1.468], [-4.701, -2.132, -1.910], [-4.466, -0.848, -2.850], [-3.443, -1.193, -3.796], [-4.348, 0.361, -2.048], [-5.866, -0.827, -3.552], [-7.395, -0.506, -2.306], [-7.398, -2.078, -3.170], [-6.417, -3.130, -1.489], [-6.215, -1.509, -0.520], [-1.136, -3.612, 3.139], [-0.513, -2.267, 3.512], [-1.167, -1.911, 4.781], [-2.741, -2.211, 4.551], [-3.089, -1.192, 3.634], [-3.458, -2.311, 5.769], [-2.496, -3.627, 3.831], [-0.620, -4.476, 3.420], [-1.198, -3.647, 2.055], [-0.873, -1.495, 2.801], [0.565, -2.309, 3.584], [5.583, 2.395, -2.525], [5.158, 0.967, -2.455], [6.020, 0.369, -3.446], [6.289, 1.349, -4.702], [5.165, 1.294, -5.587], [7.606, 1.188, -5.213], [6.260, 2.682, -3.790], [6.390, 2.608, -1.850], [4.769, 3.065, -2.422], [4.095, 0.904, -2.685], [5.338, 0.654, -1.420], [-5.482, 0.236, 2.666], [-5.598, 0.919, 1.312], [-6.897, 0.427, 0.750], [-7.936, 0.273, 2.014], [-8.564, -1.036, 2.022], [-8.758, 1.437, 2.061], [-6.826, 0.290, 3.142], [-4.899, 0.703, 3.411], [-5.116, -0.828, 2.728], [-4.854, 0.530, 0.629], [-5.585, 1.990, 1.251], [-1.476, 2.920, 0.638], [-2.451, 2.723, -0.535], [-3.504, 3.671, -0.339], [-3.503, 4.377, 1.077], [-4.644, 4.066, 1.861], [-3.147, 5.755, 1.007], [-2.334, 3.479, 1.693], [-0.722, 3.655, 0.348], [-1.117, 1.961, 0.864], [-2.905, 1.653, -0.665], [-2.052, 2.882, -1.516], [0.615, -0.935, -6.623], [-0.554, -0.811, -5.748], [0.044, -1.111, -4.416], [1.274, -2.067, -4.551], [1.070, -3.400, -4.018], [2.376, -1.375, -3.970], [1.261, -2.189, -6.086], [1.316, -0.124, -6.646], [0.312, -1.217, -7.595], [-1.378, -1.464, -5.981], [-0.926, 0.171, -5.753]],
  "lowdin_charge": [-0.103, -0.195, -0.197, -0.205, -0.202, -0.113, 0.097, 0.072, 0.081, 0.128, 0.136, 0.129, 0.138, 0.080, 0.075, 0.088, -0.092, -0.234, -0.118, -0.230, -0.172, -0.075, 0.035, 0.095, 0.085, 0.100, 0.142, 0.134, 0.136, 0.086, 0.095, 0.061, -0.054, -0.221, -0.208, -0.207, -0.202, -0.087, 0.059, 0.081, 0.107, 0.149, 0.101, 0.122, 0.133, 0.104, 0.077, 0.084, -0.054, -0.126, -0.192, 0.535, -0.198, -0.212, -0.203, 0.138, 0.113, 0.108, 0.127, -0.129, -0.092, -0.206, 0.611, -0.232, -0.246, -0.172, 0.117, 0.126, 0.143, 0.115, -0.070, -0.137, -0.205, 0.611, -0.253, -0.196, -0.189, 0.107, 0.116, 0.098, 0.123, -0.161, -0.144, -0.188, 0.629, -0.238, -0.218, -0.193, 0.106, 0.119, 0.112, 0.139, -0.147, -0.095, -0.231, 0.636, -0.255, -0.223, -0.194, 0.114, 0.129, 0.099, 0.103, -0.132, -0.144, -0.185, 0.586, -0.234, -0.219, -0.198, 0.138, 0.076, 0.120, 0.117, -0.092, -0.111, -0.200, 0.536, -0.240, -0.238, -0.169, 0.138, 0.127, 0.134, 0.123],
  "homo_lumo_gap_ev": 9.7,
  "e_above_lowest_kcal_mol": 7.49,
  "total_energy_ev": -173351.71135,
  "largest_force_ev_per_a": 4.1,
  "e_lumo_ev": 0.007
}